118
Properties=species:S:1:pos:R:3:forces:R:3:mulliken_charge:R:1 method="wB97M-V/def2-TZVPD" total_energy_ev=-61077.241 molar_mass_g_mol=729.1 charge=0 smiles="CCCCCCCCCCCCCCCCC1=C(O)C(=O)OC1=O.c1ccccc1.c1ccccc1.c1ccccc1.c1ccccc1.c1ccccc1" lumo_ev=-0.114
C 1.5003 -1.7969 -0.3108 0.37 -0.91 -0.15 -0.8573
C 3.0287 -2.0165 -0.3333 -0.31 0.35 1.08 -0.4775
C 3.8692 -0.7300 -0.5012 0.02 -0.13 -0.88 -0.6442
C 3.2194 0.3741 -1.3735 0.27 0.46 0.55 -0.5491
C 4.2185 1.1661 -2.2412 -0.12 -0.20 0.26 -0.6006
C 5.0265 0.3190 -3.2595 -0.13 -0.21 -0.26 -1.2111
C 4.3369 -0.9948 -3.6828 -0.55 0.66 -0.32 0.3364
C 4.7568 -1.5189 -5.0614 0.07 -0.67 -0.23 -1.0088
C 4.3061 -2.9989 -5.3425 0.48 0.65 0.74 -0.8255
C 2.9926 -3.3138 -4.6067 -0.19 -0.92 -1.14 -0.1244
C 2.1849 -4.5035 -5.2175 -0.19 1.32 -0.25 -0.8277
C 0.6752 -4.2352 -4.9489 0.64 -1.12 0.74 0.4931
C -0.1339 -5.4663 -4.5133 -0.95 0.34 -0.70 -1.0313
C -1.6386 -5.0865 -4.3919 0.22 -0.78 0.56 -0.5988
C -1.9433 -4.0790 -3.2577 0.79 -0.04 -0.35 -0.8495
C -1.9382 -2.5846 -3.6454 -0.57 0.53 0.42 0.0735
C -3.2357 -2.0817 -4.2320 1.04 -0.23 1.20 -0.0750
C -3.7946 -2.2944 -5.4058 -0.66 0.71 1.13 0.4665
O -3.3463 -3.0374 -6.4306 -0.05 0.41 -0.60 -0.5933
C -5.0745 -1.4640 -5.4063 2.55 -2.10 0.71 0.4494
O -5.6746 -1.2362 -6.3661 -2.58 1.09 -2.37 -0.4459
O -5.3132 -1.0265 -4.1459 -0.38 0.98 0.25 -0.3253
C -4.1097 -1.1327 -3.4466 -0.36 -3.43 -4.66 -0.1162
O -3.8661 -0.5650 -2.4932 0.71 2.59 4.49 -0.4043
H 1.1834 -1.0210 0.3917 0.06 0.06 -0.28 0.1212
H 1.1334 -1.6276 -1.3296 -0.14 0.30 0.30 0.1068
H 1.0463 -2.7405 0.0242 -0.07 0.24 -0.05 0.4718
H 3.2699 -2.8049 -1.0565 0.04 0.35 -0.11 0.2241
H 3.2940 -2.4342 0.6500 0.04 -0.07 -0.26 0.3627
H 4.1257 -0.2834 0.4666 -0.12 -0.23 -0.05 0.2765
H 4.8225 -1.0186 -0.9655 -0.08 0.11 0.24 0.3068
H 2.7674 1.0945 -0.6731 -0.07 -0.08 -0.27 0.5058
H 2.3864 0.0208 -1.9883 0.27 -0.18 0.06 0.3267
H 4.9070 1.7187 -1.5863 -0.07 -0.14 -0.11 0.2578
H 3.6332 1.9430 -2.7521 0.19 -0.18 -0.11 0.2104
H 5.1633 0.9371 -4.1584 0.14 -0.16 0.13 0.3755
H 6.0307 0.0636 -2.8952 -0.16 0.23 0.06 0.4001
H 4.4250 -1.7583 -2.9038 0.20 0.07 -0.18 0.2048
H 3.2633 -0.7724 -3.7477 0.15 -0.16 0.08 0.1407
H 5.8462 -1.4420 -5.1847 -0.18 0.00 0.00 0.3468
H 4.3063 -0.9063 -5.8552 0.12 0.17 0.31 0.3157
H 5.1305 -3.6625 -5.0475 -0.31 -0.08 0.08 0.2911
H 4.1895 -3.1288 -6.4252 -0.12 -0.01 0.19 0.3848
H 2.3409 -2.4426 -4.7460 0.13 -0.05 0.30 0.2666
H 3.1285 -3.5206 -3.5404 0.04 0.36 -0.09 0.1058
H 2.5297 -5.4774 -4.8581 -0.12 0.12 -0.02 0.4080
H 2.3401 -4.4349 -6.3029 0.06 -0.45 0.17 0.3682
H 0.2079 -3.7891 -5.8353 0.06 0.05 0.19 0.2230
H 0.6317 -3.5244 -4.1137 -0.15 0.05 -0.26 -0.4147
H -0.1004 -6.2642 -5.2707 0.28 0.20 0.07 0.3885
H 0.2365 -5.9160 -3.5833 0.02 0.30 -0.05 0.3298
H -1.9852 -4.7766 -5.3828 -0.10 0.18 0.27 0.3540
H -2.1798 -6.0140 -4.1526 0.03 0.19 -0.15 0.2903
H -2.8635 -4.3428 -2.7251 -0.02 0.21 -0.26 0.5072
H -1.1420 -4.2062 -2.5124 -0.19 0.03 -0.08 0.3514
H -1.1251 -2.2885 -4.3150 0.01 -0.39 0.06 0.2453
H -1.7844 -2.0166 -2.7169 0.01 0.00 -0.24 0.3123
H -2.6200 -2.5482 -6.8474 -0.11 -0.32 -0.08 0.3816
C 3.3928 5.6885 -2.1833 0.00 -0.02 0.01 -0.4043
C 3.4630 6.3375 -0.9577 -0.01 0.01 0.01 -0.4186
C 4.6256 6.2706 -0.2017 0.00 -0.01 0.00 -0.4061
C 5.7173 5.5510 -0.6695 -0.01 -0.02 0.01 -0.4396
C 5.6441 4.8950 -1.8910 0.02 -0.01 -0.01 -0.3433
C 4.4826 4.9651 -2.6485 -0.01 0.00 0.00 -0.3059
H 2.4878 5.7457 -2.7756 0.01 -0.01 0.02 0.3792
H 2.6107 6.8966 -0.5916 0.02 -0.01 -0.01 0.3813
H 4.6811 6.7793 0.7527 0.00 -0.01 -0.02 0.3793
H 6.6252 5.5006 -0.0810 -0.02 0.00 -0.01 0.3903
H 6.4934 4.3285 -2.2536 -0.02 0.01 0.00 0.3852
H 4.4261 4.4547 -3.6022 0.01 0.01 0.01 0.4089
C -1.8267 0.7853 1.3519 0.00 -0.03 -0.04 -0.4059
C -2.5553 0.6641 2.5274 -0.01 0.00 0.02 -0.5620
C -1.9940 1.0525 3.7366 0.00 -0.01 0.01 0.0211
C -0.7017 1.5591 3.7719 0.00 -0.02 0.01 -0.6875
C 0.0305 1.6726 2.5978 0.03 0.00 -0.02 -0.2408
C -0.5324 1.2871 1.3881 0.01 0.00 0.00 -0.7059
H -2.2668 0.4883 0.4074 0.00 0.00 0.02 0.5870
H -3.5629 0.2669 2.5008 0.01 0.02 -0.01 0.3926
H -2.5648 0.9607 4.6529 0.00 0.03 -0.02 0.2289
H -0.2647 1.8646 4.7148 0.00 0.00 -0.02 0.3913
H 1.0412 2.0629 2.6253 -0.03 0.02 0.00 0.4768
H 0.0386 1.3779 0.4716 -0.01 0.01 0.01 0.4807
C -4.8824 -0.3453 6.2553 0.00 0.02 -0.02 -0.4404
C -4.1084 0.1687 7.2875 0.01 0.01 -0.01 -0.3904
C -4.7117 0.5908 8.4641 0.00 0.01 0.00 -0.4641
C -6.0904 0.5029 8.6074 0.01 0.01 -0.02 -0.2836
C -6.8648 -0.0024 7.5719 0.00 -0.04 0.03 -0.6535
C -6.2607 -0.4281 6.3961 0.02 -0.05 0.03 -0.3630
H -4.4107 -0.6809 5.3391 0.00 0.00 0.02 0.4307
H -3.0331 0.2395 7.1748 -0.02 -0.02 0.01 0.4136
H -4.1077 0.9884 9.2702 -0.01 -0.01 -0.02 0.3681
H -6.5612 0.8298 9.5263 0.01 0.00 -0.02 0.3769
H -7.9407 -0.0654 7.6809 0.02 -0.01 -0.01 0.4162
H -6.8646 -0.8243 5.5895 -0.01 -0.01 0.04 0.5972
C 4.3275 1.1225 3.5750 -0.02 0.01 -0.02 -0.1444
C 5.3231 1.8778 2.9698 -0.01 -0.01 -0.04 -0.4812
C 6.4486 2.2494 3.6927 0.00 0.00 0.01 -0.4754
C 6.5764 1.8691 5.0220 -0.01 0.00 -0.01 -0.4043
C 5.5765 1.1212 5.6292 0.01 0.00 0.01 -0.3455
C 4.4525 0.7464 4.9055 -0.01 0.00 0.00 -0.5653
H 3.4520 0.8271 3.0086 0.01 0.00 0.01 0.4356
H 5.2219 2.1768 1.9330 0.00 -0.01 0.02 0.5256
H 7.2268 2.8359 3.2199 -0.01 -0.01 0.01 0.3650
H 7.4555 2.1568 5.5853 -0.02 0.00 -0.01 0.3534
H 5.6737 0.8293 6.6677 0.00 0.00 -0.02 0.3600
H 3.6734 0.1610 5.3783 0.01 0.01 -0.01 0.3743
C -9.6716 2.5869 2.8234 0.00 0.01 0.00 -0.3648
C -8.5312 1.7962 2.8653 0.00 -0.02 0.00 -0.5377
C -7.8327 1.6458 4.0559 -0.04 0.04 -0.02 -0.2037
C -8.2723 2.2902 5.2053 -0.01 0.03 -0.02 -0.2488
C -9.4079 3.0881 5.1603 -0.01 -0.01 0.00 -0.5255
C -10.1084 3.2353 3.9705 -0.01 0.00 0.00 -0.3794
H -10.2196 2.6988 1.8960 0.02 0.00 0.01 0.3581
H -8.1865 1.2957 1.9686 -0.01 0.01 0.02 0.3691
H -6.9453 1.0267 4.0886 0.00 0.04 0.00 0.3815
H -7.7293 2.1713 6.1342 0.02 0.01 -0.03 0.4414
H -9.7481 3.5958 6.0547 0.01 -0.01 -0.02 0.3633
H -10.9953 3.8560 3.9369 0.01 -0.01 0.00 0.3579

53
Properties=species:S:1:pos:R:3:forces:R:3:mulliken_charge:R:1 method="wB97M-V/def2-TZVPD" total_energy_ev=-44202.043 molar_mass_g_mol=409.5 charge=0 e_above_lowest_kj_mol=441.5 lumo_ev=-0.956
C -1.2963 -1.1893 0.6776 0.08 0.70 -0.35 -0.7516
C -1.4061 -0.1013 -0.1886 -0.18 -0.78 0.46 -1.0249
C -1.6003 -0.4272 -1.6300 2.43 0.33 -0.16 0.6881
C -0.4326 -0.5924 -2.4614 -1.17 -0.16 -0.48 -0.5464
C -0.5770 -0.9345 -3.7704 1.05 0.26 -0.04 -0.1226
C 0.6467 -1.1565 -4.6319 -0.71 -0.53 -0.07 0.2913
C 0.9401 -2.6552 -4.6681 -0.12 0.51 0.35 -1.2904
F 1.7242 -0.4749 -4.0971 0.16 0.11 0.07 -0.3514
C -1.8812 -1.1092 -4.3151 0.66 0.14 0.37 0.9251
N -2.1686 -1.4285 -5.5788 -0.59 -0.07 0.12 -0.6264
S -3.7813 -1.4729 -5.6371 0.09 0.07 -0.18 0.1581
N -4.1685 -1.0807 -4.1324 0.11 -0.19 -0.16 -0.6847
C -3.0105 -0.9148 -3.4806 -0.55 0.16 0.17 0.4766
C -2.8674 -0.5804 -2.1065 0.48 0.07 0.31 -0.9334
H -0.3670 -1.7610 0.6740 -0.87 -1.45 -1.47 0.2703
H -2.1154 -1.5331 1.3035 0.75 1.16 1.68 0.2721
H -1.3547 0.9360 0.1402 -1.99 0.12 0.07 0.4952
H 0.5422 -0.4419 -2.0263 0.11 0.06 -0.06 0.7697
H 0.4321 -0.7709 -5.6287 0.31 0.12 -0.09 0.4226
H 0.7435 -3.0372 -3.6679 0.04 -0.30 -0.03 0.3062
H 1.9826 -2.8589 -4.8962 -0.01 0.02 -0.35 0.3578
H 0.2464 -3.1003 -5.3769 0.14 -0.28 -0.05 0.3984
H -3.7048 -0.4475 -1.4387 -0.22 -0.06 -0.17 0.5053
N 1.8223 -4.4276 -0.6997 0.04 0.00 -0.02 0.0669
C 2.3655 -3.2280 -1.0731 -0.09 0.04 0.04 -0.3557
C 3.7249 -3.3222 -0.9435 0.01 0.00 0.00 -0.8061
C 4.0142 -4.6336 -0.4775 0.00 -0.01 0.00 -0.4399
C 2.8210 -5.2906 -0.3392 -0.04 -0.01 0.02 -0.5938
H 0.8422 -4.6410 -0.6918 0.00 0.00 -0.01 0.2281
H 1.7385 -2.4148 -1.3968 0.02 0.02 -0.02 0.6601
H 4.4332 -2.5401 -1.1595 0.00 0.00 -0.01 0.4233
H 4.9870 -5.0459 -0.2687 0.00 0.00 0.00 0.4110
H 2.5974 -6.2928 -0.0163 0.02 0.00 0.01 0.4427
N 0.5558 0.8251 2.7024 0.03 0.07 0.08 0.1312
C 1.7548 0.1683 2.7509 -0.05 -0.01 -0.07 -0.2576
C 2.5246 0.7670 3.7121 0.01 -0.01 0.01 -0.7866
C 1.7568 1.8253 4.2693 -0.01 0.01 0.02 -0.3197
C 0.5471 1.8323 3.6263 -0.04 0.03 -0.01 -0.5822
H -0.2016 0.5983 2.0820 0.04 -0.11 0.03 0.1984
H 1.9577 -0.6650 2.0991 0.03 0.01 0.00 0.4387
H 3.5254 0.4789 3.9864 0.00 0.00 0.00 0.3952
H 2.0592 2.5015 5.0518 0.01 0.00 0.00 0.3851
H -0.3161 2.4659 3.7448 0.01 0.02 -0.03 0.3535
N -1.5699 5.0764 4.7456 -0.03 -0.01 -0.07 0.0040
C -2.8810 5.4660 4.6914 0.01 -0.02 0.04 -0.5136
C -3.0098 6.3633 3.6657 -0.01 -0.01 -0.01 -0.3950
C -1.7258 6.5187 3.0746 -0.02 -0.01 -0.01 -0.4087
C -0.8608 5.7107 3.7614 0.07 -0.03 0.05 -0.4534
H -1.1868 4.4259 5.4062 0.01 0.01 0.02 0.2154
H -3.6048 5.0735 5.3848 -0.01 0.02 0.00 0.3768
H -3.9219 6.8540 3.3704 0.00 0.00 0.00 0.3870
H -1.4690 7.1507 2.2413 0.00 0.00 0.00 0.4033
H 0.1938 5.5323 3.6369 0.00 0.01 -0.01 0.3863

12
Properties=species:S:1:pos:R:3:forces:R:3:mulliken_charge:R:1 method="wB97M-V/def2-TZVPD" total_energy_ev=-30089.628 molar_mass_g_mol=149.2 charge=0 smiles=Fc1[nH]cc(S)c1S e_above_lowest_kj_mol=76.3 lumo_ev=0.715
F 1.7274 -1.7740 -1.0748 -0.28 0.44 -0.60 -0.2602
C 0.8694 -0.8106 -0.7550 1.78 1.15 -3.52 0.0208
N 0.5640 0.2964 -1.5879 2.08 0.29 -2.62 -0.0668
C -0.2514 1.1585 -0.8696 -0.09 0.65 -2.53 -0.5681
C -0.5318 0.5744 0.2810 0.63 -0.41 1.65 0.1709
S -1.5189 1.2903 1.5150 0.60 1.03 0.25 -0.2266
C 0.2806 -0.6381 0.3810 -2.91 0.01 4.49 0.2132
S 0.1179 -1.8478 1.7126 -0.38 -0.41 -1.75 -0.2213
H 1.0408 0.6434 -2.5243 -1.21 -1.59 2.94 0.3004
H -0.6666 2.0698 -1.3511 0.49 -0.89 0.58 0.3604
H -2.2627 0.2417 1.5540 -1.27 -1.17 0.43 0.1281
H 0.6312 -1.2042 2.7190 0.55 0.90 0.67 0.1491

Copy entry 3 word for word.
12
Properties=species:S:1:pos:R:3:forces:R:3:mulliken_charge:R:1 method="wB97M-V/def2-TZVPD" total_energy_ev=-30089.628 molar_mass_g_mol=149.2 charge=0 smiles=Fc1[nH]cc(S)c1S e_above_lowest_kj_mol=76.3 lumo_ev=0.715
F 1.7274 -1.7740 -1.0748 -0.28 0.44 -0.60 -0.2602
C 0.8694 -0.8106 -0.7550 1.78 1.15 -3.52 0.0208
N 0.5640 0.2964 -1.5879 2.08 0.29 -2.62 -0.0668
C -0.2514 1.1585 -0.8696 -0.09 0.65 -2.53 -0.5681
C -0.5318 0.5744 0.2810 0.63 -0.41 1.65 0.1709
S -1.5189 1.2903 1.5150 0.60 1.03 0.25 -0.2266
C 0.2806 -0.6381 0.3810 -2.91 0.01 4.49 0.2132
S 0.1179 -1.8478 1.7126 -0.38 -0.41 -1.75 -0.2213
H 1.0408 0.6434 -2.5243 -1.21 -1.59 2.94 0.3004
H -0.6666 2.0698 -1.3511 0.49 -0.89 0.58 0.3604
H -2.2627 0.2417 1.5540 -1.27 -1.17 0.43 0.1281
H 0.6312 -1.2042 2.7190 0.55 0.90 0.67 0.1491

What is the charge in the first record?
0